# 1
The following is a quantum chemistry calculation of a molecular structure, C21H55ClNO20P4S2 at a distorted geometry, from the OMol25 dataset.

Properties
- M: 865.141 g mol⁻¹
- E_HOMO: -0.227 hartree
- Kohn-Sham gap: 5.11 eV
- Charge: -1

Each line ends with the Löwdin charge.
CARTESIAN COORDINATES (ANGSTROEM)
C -0.78750 -2.34458 5.66297  -0.1226
C -0.81600 -1.99994 4.14817  -0.2570
C -1.65730 -0.68601 3.97506  -0.2142
C -1.38888 -0.13399 2.54292  -0.1815
C -1.17576 1.42041 2.45187  -0.2016
C -1.88518 2.24388 3.54138  -0.2172
C -3.44140 2.21786 3.43186  -0.1916
C -4.14911 1.55785 4.63109  -0.2168
C -5.65499 1.37640 4.24643  -0.2324
S -6.34464 -0.13025 4.99582  0.5001
O -7.75443 0.11084 5.23499  -0.3601
O -5.67665 -0.27008 6.28275  -0.3662
N -6.02359 -1.45441 4.08319  -0.3714
S -6.73785 -1.38463 2.62133  0.1898
O -5.99531 -0.61540 1.65152  -0.3998
O -8.13897 -1.08714 2.62852  -0.3707
Cl -6.58591 -3.36874 1.99051  0.2720
H -0.70640 -3.42389 5.85550  0.0600
H 0.04037 -1.80315 6.14426  0.0656
H -1.71198 -1.98086 6.13564  0.0689
H -1.24000 -2.79386 3.52201  0.1067
H 0.21027 -1.76771 3.83199  0.0914
H -1.32659 -0.02722 4.78394  0.0991
H -2.70828 -0.99045 4.05142  0.1046
H -0.45034 -0.59548 2.19262  0.0884
H -2.15480 -0.51629 1.85366  0.1101
H -0.09096 1.61221 2.41417  0.0976
H -1.54982 1.73095 1.46149  0.1018
H -1.59746 3.29674 3.36349  0.0961
H -1.53359 2.03219 4.56046  0.0968
H -3.79221 3.26474 3.40900  0.1081
H -3.76616 1.77910 2.47747  0.1133
H -3.78018 0.55747 4.87003  0.0702
H -4.13052 2.17187 5.53828  0.1143
H -5.75912 1.27984 3.15799  0.0719
H -6.27210 2.21792 4.57994  0.1013
C 0.68892 0.54675 -2.23097  -0.1203
O -0.53668 1.23813 -2.38845  -0.2944
P -1.96229 0.46146 -2.85069  0.6747
O -2.23226 -0.04565 -1.45351  -0.2358
O -1.12688 -0.67496 -3.69118  -0.2875
C -0.47114 -0.32727 -4.90744  -0.1299
O -3.36552 -0.19212 -3.52672  -0.2569
C -4.59602 0.06819 -2.84445  -0.1230
H 1.23754 1.03785 -1.42754  0.0973
H 0.54098 -0.50144 -1.97497  0.0957
H 1.28707 0.64054 -3.14034  0.0703
H 0.55518 -0.69134 -4.85948  0.0819
H -0.45295 0.75296 -5.06967  0.0848
H -0.97763 -0.81314 -5.74280  0.0854
H -4.67090 1.11525 -2.55311  0.0833
H -4.67628 -0.56868 -1.96534  0.0899
H -5.41254 -0.16881 -3.52633  0.0829
C 5.84053 -1.01241 -4.11193  -0.1213
O 6.15259 0.36790 -4.05763  -0.2801
P 5.33807 1.50862 -4.97569  0.6281
O 4.14435 1.66847 -4.08292  -0.2450
O 5.02570 0.45752 -6.18521  -0.2775
C 6.09821 -0.08490 -6.96012  -0.1190
O 5.04574 2.76609 -6.04775  -0.2398
C 4.71433 4.03622 -5.48278  -0.1272
H 6.01352 -1.41810 -3.11548  0.0966
H 4.80481 -1.18992 -4.39676  0.0965
H 6.51907 -1.52277 -4.79893  0.0759
H 5.97684 -1.16719 -6.99940  0.0838
H 7.07332 0.14572 -6.52723  0.0861
H 6.04760 0.31113 -7.97372  0.0889
H 5.37727 4.28468 -4.65489  0.0831
H 3.67984 4.03312 -5.14362  0.0866
H 4.82589 4.78832 -6.26345  0.0836
C -9.03374 -0.87018 9.23200  -0.1001
O -8.95914 -1.83952 10.27369  -0.2825
P -7.87836 -1.70631 11.53870  0.6081
O -8.67234 -0.76424 12.39780  -0.2592
O -6.76240 -0.90465 10.67437  -0.2704
C -6.11407 -1.54942 9.56804  -0.1038
O -6.69165 -2.14512 12.64792  -0.2452
C -7.13194 -2.52674 13.94935  -0.1411
H -10.07697 -0.81722 8.92218  0.0956
H -8.70588 0.11334 9.56267  0.0979
H -8.45030 -1.19672 8.37007  0.0840
H -6.17134 -0.88880 8.70380  0.0686
H -6.58916 -2.49969 9.31561  0.0877
H -5.06522 -1.71822 9.81274  0.0887
H -7.98224 -3.20621 13.89505  0.0802
H -7.39860 -1.64216 14.52600  0.0827
H -6.30504 -3.03404 14.44726  0.0806
C 10.86749 -1.75950 -9.37243  -0.1205
O 11.14493 -0.37458 -9.26132  -0.2805
P 10.33391 0.77883 -10.16563  0.6268
O 9.10831 0.88169 -9.30857  -0.2464
O 10.08428 -0.23789 -11.42040  -0.2745
C 11.18911 -0.73042 -12.17770  -0.1249
O 10.05019 2.06341 -11.20467  -0.2387
C 9.67211 3.30864 -10.61200  -0.1232
H 11.01856 -2.19528 -8.38522  0.0968
H 9.84588 -1.95047 -9.69679  0.0977
H 11.57941 -2.23054 -10.05343  0.0765
H 11.09320 -1.81269 -12.25783  0.0847
H 12.14629 -0.49555 -11.70698  0.0862
H 11.15991 -0.30051 -13.17908  0.0893
H 10.30136 3.54438 -9.75472  0.0837
H 8.62715 3.27297 -10.30911  0.0870
H 9.79342 4.08689 -11.36460  0.0855


# 2
The following is a quantum chemistry calculation of a molecular structure, H12O7Y2 at a distorted geometry, from the OMol25 dataset.

Properties
- M: 301.901 g mol⁻¹
- E_HOMO (spin up / spin down): -0.613 / -0.761 hartree
- Kohn-Sham gap (spin up / spin down): 4.91 / 8.86 eV
- Charge: +3
- Multiplicity: 2

Each line ends with the Löwdin charge.
CARTESIAN COORDINATES (ANGSTROEM)
Y 2.15211 -0.36754 -0.04663  1.9545
Y -0.29225 0.72879 2.54250  1.6030
O 1.92974 0.30503 2.16224  -0.5227
H 2.57012 -0.02436 2.82249  0.0503
O 0.00902 0.26648 0.32891  -0.5085
H -0.33994 -0.34223 -0.35096  -0.0174
O 1.28542 -2.32696 1.11182  -0.0880
H 0.95142 -3.18121 0.83809  0.1038
H 0.80643 -2.12860 1.91647  0.0402
O -1.63894 2.86648 -0.75913  -0.0180
H -1.03881 3.52232 -0.40424  0.0588
H -1.07777 2.27242 -1.25754  0.0192
O 1.35015 0.52346 -2.21971  -0.0586
H 0.76431 0.18968 -2.89912  0.1009
H 2.01394 1.02026 -2.69804  0.1019
O -0.17207 -2.07891 -1.38276  -0.0332
H -0.07899 -2.16992 -2.33107  0.0811
H -1.11436 -2.14242 -1.22692  0.0888
O -2.35995 0.92358 1.46271  -0.1158
H -2.46528 1.35689 0.61572  0.0509
H -3.25432 0.78677 1.77515  0.1090


# 3
The following is a quantum chemistry calculation of a molecular structure, C36H29IN8PPt at a distorted geometry, from the OMol25 dataset.

Properties
- M: 926.640 g mol⁻¹
- Energy above the lowest of the compared OMol25 structures with the same formula, charge and spin: 58.7 kcal per mole
- E_HOMO (spin up / spin down): -0.582 / -0.582 hartree
- Kohn-Sham gap (spin up / spin down): 4.91 / 3.74 eV
- Charge: +3

Each line ends with the Löwdin charge.
CARTESIAN COORDINATES (ANGSTROEM)
Pt 0.98386 -0.36689 -1.54172  1.2010
C 4.12846 -1.47609 1.89768  -0.0287
C 3.52486 -1.42429 0.64038  -0.0769
N 2.57616 -0.55139 0.38638  0.0318
C 2.18476 0.34401 1.31548  -0.2209
C 2.81896 0.26391 2.58368  -0.0260
N 3.72446 -0.62659 2.82308  0.1423
C 1.20426 1.33491 0.94748  -0.2196
C 0.82396 2.33841 1.82368  0.0904
C -0.02954 3.37501 1.42938  -0.0711
C -0.44764 3.34131 0.08748  0.0902
C -0.10494 2.29961 -0.75582  -0.2026
N 0.70676 1.28041 -0.33092  -0.0653
C -0.63064 2.24631 -2.11192  -0.1746
C -1.35014 3.30301 -2.72662  -0.0140
N -1.84214 3.17851 -3.91942  0.1396
C -1.67654 2.07301 -4.62132  -0.0241
C -0.94494 1.02871 -4.05862  -0.0553
N -0.45334 1.12361 -2.83852  0.0599
C -0.48914 4.41001 2.36328  -0.1526
C -1.52484 5.28971 2.01298  0.0163
C -1.96514 6.22561 2.93758  -0.0927
N -1.42644 6.26681 4.12148  0.0953
C -0.46054 5.48871 4.51718  -0.0922
C 0.05416 4.53221 3.65198  0.0175
H 4.90846 -2.17599 2.14958  0.1367
H 3.82916 -2.09679 -0.14692  0.1328
H 2.57376 0.93201 3.39528  0.1322
H 1.20466 2.31581 2.82678  0.1082
H -1.05514 4.14061 -0.29602  0.1078
H -1.50474 4.25141 -2.23862  0.1326
H -2.11264 2.01811 -5.60792  0.1389
H -0.77044 0.11851 -4.61172  0.1184
H -2.01754 5.26551 1.05558  0.1059
H -2.74954 6.93421 2.70608  0.1288
H -0.08224 5.61901 5.52268  0.1286
H 0.86476 3.92071 4.01158  0.1063
N -0.09004 -3.21069 -1.14082  -0.0891
P -0.19944 -1.87559 -0.10642  0.9615
C -1.98304 -1.57379 0.13488  -0.3423
C -2.56514 -0.41719 -0.36972  -0.1004
C -3.92024 -0.19679 -0.20062  -0.0472
C -4.69534 -1.13459 0.46498  -0.0248
C -4.11094 -2.28479 0.97178  -0.0327
C -2.75554 -2.51369 0.81598  -0.0704
C 0.40376 -2.56269 1.44788  -0.3655
C 1.23686 -3.68249 1.46418  -0.0936
C 1.62696 -4.23019 2.67238  -0.0417
C 1.22176 -3.64679 3.86598  -0.0203
C 0.43236 -2.50349 3.85138  -0.0388
C 0.02806 -1.95489 2.64878  -0.0918
C 0.26086 -3.09969 -2.46442  -0.3418
C -0.01534 -4.14629 -3.35132  0.0342
C 0.30876 -4.01419 -4.68282  0.0119
C 0.90976 -2.83019 -5.10662  -0.0124
C 1.18806 -1.85699 -4.17472  -0.1263
N 0.88606 -1.97749 -2.86882  -0.0788
H -0.49814 -4.09899 -0.85942  0.1408
H -1.95054 0.30461 -0.89062  0.0578
H -4.36984 0.70211 -0.59002  0.1163
H -5.75304 -0.96959 0.58888  0.1262
H -4.70994 -3.01259 1.49838  0.1263
H -2.30114 -3.40539 1.22618  0.1174
H 1.56626 -4.13189 0.53958  0.1057
H 2.24016 -5.11699 2.68388  0.1238
H 1.51666 -4.08859 4.80618  0.1278
H 0.12376 -2.05249 4.78228  0.1237
H -0.59904 -1.07329 2.63178  0.1154
H -0.50144 -5.03599 -2.98712  0.1334
H 0.10286 -4.80889 -5.38262  0.1387
H 1.15416 -2.67159 -6.14402  0.1303
H 1.69146 -0.95089 -4.47672  0.1017
I 3.62376 2.14051 -1.63272  1.0377
C 2.56226 0.59901 -2.64992  -0.7233
H 3.27646 -0.20029 -2.84612  -0.0104
H 2.18366 1.04221 -3.57032  -0.0242


# 4
The following is a quantum chemistry calculation of 2 unconnected molecules or ions with the total composition CH3F3N2S at a distorted geometry, from the OMol25 dataset.

Properties
- M: 132.110 g mol⁻¹
- Energy above the lowest of the compared OMol25 structures with the same formula, charge and spin: 57.3 kcal per mole
- E_HOMO (spin up / spin down): -0.349 / -0.352 hartree
- Kohn-Sham gap (spin up / spin down): 8.49 / 8.53 eV
- Charge: 0

Each line ends with the Löwdin charge.
CARTESIAN COORDINATES (ANGSTROEM)
C -1.42189 0.00397 0.02245  -0.8836
N 1.65139 1.51412 0.18201  0.0161
N 0.94585 -1.14586 -0.36838  -0.2923
F -1.25038 1.10127 -0.62662  0.1242
F -2.54748 0.12885 0.76751  0.0907
F -1.63149 -1.03072 -0.83835  0.0514
S 0.13870 -0.40838 0.89204  0.9393
H 1.46915 2.37016 0.73902  -0.0665
H 1.08684 -2.11548 -0.11066  0.0480
H 1.55931 -0.41795 -0.65901  -0.0273


# 5
The following is a quantum chemistry calculation of 2 unconnected molecules or ions with the total composition C4H11NO at a distorted geometry, from the OMol25 dataset.

Properties
- M: 89.138 g mol⁻¹
- Energy above the lowest of the compared OMol25 structures with the same formula, charge and spin: 56.3 kcal per mole
- E_HOMO: -0.350 hartree
- Kohn-Sham gap: 10.43 eV
- Charge: 0
- SMILES: C=CCN.CO

Each line ends with the Löwdin charge.
CARTESIAN COORDINATES (ANGSTROEM)
C -1.35150 0.62697 1.09369  0.0048
C -0.68555 0.62163 -0.12626  -0.1776
C -1.37309 0.17179 -1.42036  -0.2677
N -1.82961 1.41668 -2.19288  -0.0225
H -0.84935 1.03945 1.98458  0.0561
H -2.34926 0.18036 1.24726  0.0664
H 0.39960 0.88516 -0.21678  0.1019
H -0.70248 -0.40339 -2.08583  0.0980
H -2.24237 -0.45239 -1.24501  0.0943
H -1.94187 1.08762 -3.14387  0.0453
H -1.14632 2.16633 -2.22604  0.0499
C 2.72937 -1.22526 1.34221  -0.1337
O 1.39301 -1.66815 1.79725  -0.1739
H 3.12432 -0.44140 1.96726  0.0615
H 3.39707 -2.08044 1.46961  0.0732
H 2.72192 -0.93270 0.29809  0.0636
H 0.70611 -0.99228 1.45709  0.0603


# 6
The following is a quantum chemistry calculation of a single C29H36N4O5 molecule at a distorted geometry, from the OMol25 dataset.

Properties
- M: 520.630 g mol⁻¹
- Energy above the lowest of the compared OMol25 structures with the same formula, charge and spin: 37.5 kcal per mole
- E_HOMO: -0.312 hartree
- Kohn-Sham gap: 9.07 eV
- Charge: 0
- SMILES: COc1ccc([C@H](C(=O)NC(C)(C)C)N(C(=O)CCC(=O)Nc2cc(C)on2)c2ccc(C)c(C)c2)cc1

Each line ends with the Löwdin charge.
CARTESIAN COORDINATES (ANGSTROEM)
C -4.29832 2.84079 2.62615  -0.0869
O -3.44869 2.08408 3.45368  -0.0817
C -2.21402 1.75109 2.98948  -0.2738
C -1.43302 0.97199 3.84527  0.0041
C -0.17198 0.56654 3.46479  -0.0205
C 0.34597 0.92667 2.22457  -0.2115
C 1.69736 0.43416 1.78599  -0.1318
C 2.47282 1.53870 1.03936  -0.4256
O 2.88663 1.40768 -0.09108  0.0867
N 2.62688 2.64024 1.79769  0.1308
C 3.29126 3.87492 1.37525  -0.5862
C 3.22009 4.85118 2.54801  -0.0411
C 2.55716 4.44948 0.16059  -0.0321
C 4.74871 3.56970 1.02284  -0.0311
N 1.61316 -0.76764 0.95704  0.0558
C 2.59482 -1.69005 1.11737  -0.4299
O 3.42964 -1.58640 1.99814  0.0649
C 2.58969 -2.88225 0.17875  -0.0634
C 1.29109 -3.70064 0.19824  -0.0763
C 0.61944 -3.69686 -1.16462  -0.4639
O 1.21776 -3.55352 -2.20269  0.0855
N -0.72965 -3.92522 -1.10629  0.1688
C -1.57658 -3.95476 -2.18993  -0.3097
C -1.26339 -3.90018 -3.57347  0.0586
C -2.48231 -3.97195 -4.18004  -0.3215
C -2.88671 -3.95761 -5.60588  0.0020
O -3.44377 -4.06382 -3.24335  -0.0065
N -2.87445 -4.05164 -2.00787  0.1002
C 0.62881 -0.78385 -0.06807  -0.2288
C 0.94966 -0.50767 -1.38763  -0.0024
C -0.05804 -0.45836 -2.33329  -0.0147
C -1.38854 -0.65744 -1.99199  -0.2321
C -2.46133 -0.54070 -3.03190  -0.0349
C -1.71362 -0.93943 -0.66186  -0.2326
C -3.13389 -1.16998 -0.24580  -0.0336
C -0.69842 -1.01181 0.27879  -0.0017
C -0.42810 1.71508 1.38338  -0.0246
C -1.69550 2.12728 1.75474  0.0001
H -5.22268 2.96464 3.18800  0.0939
H -3.87453 3.82620 2.40704  0.0958
H -4.51240 2.31971 1.68754  0.0930
H -1.84424 0.69319 4.80255  0.1183
H 0.41701 -0.04642 4.13186  0.1218
H 2.30084 0.13895 2.65517  0.1540
H 2.22941 2.63382 2.72351  0.1438
H 3.69970 5.78867 2.28055  0.0865
H 3.72984 4.44167 3.41768  0.0845
H 2.18453 5.05809 2.81206  0.0840
H 2.58743 3.73400 -0.65596  0.0765
H 3.03019 5.37256 -0.16262  0.0835
H 1.51788 4.65460 0.40997  0.0820
H 4.78520 2.84585 0.21430  0.0761
H 5.25784 4.47688 0.70934  0.0838
H 5.26623 3.15402 1.88430  0.0870
H 3.43937 -3.49908 0.47277  0.1241
H 2.76763 -2.53639 -0.84217  0.1157
H 1.51847 -4.74527 0.42750  0.1300
H 0.60418 -3.33895 0.96311  0.1130
H -1.19344 -3.98724 -0.21148  0.1562
H -0.29209 -3.81422 -4.00664  0.1089
H -2.00336 -3.93269 -6.23585  0.0878
H -3.47471 -4.84382 -5.83774  0.0890
H -3.50274 -3.08352 -5.81233  0.0879
H 1.97251 -0.30413 -1.65904  0.1209
H 0.19672 -0.24516 -3.36110  0.1165
H -2.02775 -0.50819 -4.02832  0.0803
H -3.15513 -1.37627 -2.97520  0.0687
H -3.03707 0.37280 -2.87768  0.0880
H -3.50940 -2.09695 -0.68174  0.0618
H -3.20934 -1.24001 0.83677  0.0787
H -3.77203 -0.35651 -0.58675  0.0805
H -0.94608 -1.23479 1.30765  0.1306
H -0.03985 2.00373 0.41777  0.1318
H -2.26880 2.73244 1.07078  0.1063